[1]
# C5H11BiClMgN

A molecular structure, C5H11BiClMgN at a distorted geometry (ωB97M-V/def2-TZVPD, the OMol25 dataset).

```
20
C5H11BiClMgN (ωB97M-V/def2-TZVPD)
Bi 0.3876 0.5955 1.5576
Cl 2.1914 -0.2241 -0.1860
C 0.7166 2.7506 1.0199
H 0.4737 3.3572 1.9302
H 0.0792 3.0875 0.1653
H 1.8105 2.8306 0.8043
Mg -0.0994 -1.0910 -0.9136
C -0.1395 -3.1007 -0.3490
C -0.3917 -0.6205 -2.9130
C -1.4483 0.0900 0.3376
H -1.3085 0.0085 -2.9376
H 0.5092 -0.0996 -3.2874
H -0.5459 -1.6291 -3.3599
H -0.9855 -3.2146 0.3615
H -0.3369 -3.6053 -1.3254
H 0.8361 -3.3841 0.0905
H -1.9093 1.0469 -0.0523
H -1.9433 -0.6167 1.0113
N 1.1777 2.2404 4.4887
C 0.9262 1.5788 3.5573
```

The energy comes out at -30657.5440 eV. The frontier orbital gap is 5.531 eV. As for the charge: -2.

[2]
# C5H11Br4NO2

A molecular structure, C5H11Br4NO2 at a distorted geometry (ωB97M-V/def2-TZVPD, the OMol25 dataset).

```
23
C5H11Br4NO2 (ωB97M-V/def2-TZVPD)
Br -3.5009 -0.0155 -1.8091
C -1.9047 -0.9282 -2.6900
C -1.4501 -0.0580 -3.8791
Br 0.1888 -0.9639 -4.6698
H -2.0984 -1.9730 -2.9329
H -1.1687 -0.8761 -1.8876
H -1.0262 0.9005 -3.5796
H -2.2347 0.1430 -4.6085
Br 4.8167 2.3036 2.8026
C 3.3774 0.9718 2.6032
C 2.0158 1.6909 2.5847
Br 0.5783 0.4160 2.0048
H 3.4222 0.2406 3.4104
H 3.6563 0.5497 1.6377
H 1.9881 2.5891 1.9679
H 1.6515 2.0731 3.5383
C -1.1816 -0.3543 0.6466
N -1.1891 -1.7877 0.9702
O -0.2044 -2.2754 1.5370
O -2.2255 -2.3319 0.6370
H -0.1627 -0.1461 0.3202
H -1.4775 0.1040 1.5903
H -1.8705 -0.2723 -0.1942
```

The energy comes out at -291113.0504 eV. The frontier orbital gap is 9.914 eV. As for the charge: 0.

Summary of energy relative to the best compared isomer or geometry (same formula, charge and spin) in kJ/mol
41.1; 276.4
(order as listed above)